78
Properties=species:S:1:pos:R:3:forces:R:3:mulliken_charge:R:1 method="wB97M-V/def2-TZVPD" charge=-1 spin_multiplicity=1 lumo_ha=-0.1417 max_force_ev_per_a=5.99 e_tot_ev=-152351.0618 homo_energy_ev=-5.08
C 5.22573 -1.77790 0.00381 -0.26 -0.24 -0.08 -1.16
C 4.31052 -1.91885 1.21427 -0.12 0.34 -0.19 0.12
C 3.21198 -2.93595 1.00813 0.60 -0.79 0.63 -0.73
O 2.60059 -2.92392 -0.34043 -0.02 0.31 0.18 -0.69
C 1.51609 -2.17615 -0.47209 -0.15 1.23 -0.61 0.34
C 0.27549 -2.60472 0.03857 0.31 -1.80 1.63 0.80
C 0.17099 -3.93267 0.74295 -0.07 -0.68 -0.63 -0.02
Cl -0.86492 -3.79489 2.19315 0.00 0.12 -0.02 -0.16
C -0.39680 -5.02336 -0.23786 -0.32 0.63 -0.29 0.26
C -0.60359 -4.55427 -1.67281 -0.38 -0.29 -0.02 -1.56
Cl 0.63170 -6.43893 -0.26891 1.01 0.16 0.43 -0.14
N -0.83617 -1.92274 -0.06319 0.67 0.86 -0.53 0.42
N -0.92487 -0.77508 -0.70701 -0.55 -0.25 0.13 -0.99
C 0.18128 -0.35295 -1.23986 1.08 1.13 -1.48 0.58
P -0.07885 1.25010 -2.18266 -0.29 1.67 1.09 0.35
O -1.45020 1.75040 -1.96398 -0.80 -0.46 -0.71 -0.52
C 1.47446 -0.95835 -1.16923 -0.50 -1.65 0.81 -1.16
N 2.63777 -0.43948 -1.77709 -0.82 0.98 0.30 0.80
C 2.62680 -0.49178 -3.24506 0.84 -0.51 0.08 -0.98
C 3.05324 0.82938 -1.26595 -0.02 0.46 -0.15 0.77
C 3.05460 1.09794 0.20073 -0.27 0.19 0.41 -0.96
O 3.37579 1.67998 -2.05103 0.61 0.13 -0.54 -0.59
H 6.03267 -1.06797 0.17010 0.09 -0.04 0.14 0.39
H 5.64229 -2.76199 -0.21734 0.25 0.05 -0.03 0.43
H 4.68140 -1.47090 -0.88561 -0.02 0.07 -0.03 0.10
H 4.90114 -2.23527 2.07620 -0.29 -0.16 0.17 -0.01
H 3.83987 -0.99057 1.52173 0.18 0.19 -0.05 0.09
H 2.43179 -2.84212 1.76203 -0.06 0.19 0.00 0.34
H 3.64124 -3.92678 1.14358 -0.19 -0.19 -0.35 0.39
H 1.13369 -4.29229 1.07221 0.13 0.22 0.11 0.12
H -1.37423 -5.31647 0.13481 0.08 -0.57 0.03 0.48
H 0.29575 -4.17217 -2.15619 0.05 0.16 0.07 0.28
H -1.43322 -3.84544 -1.71434 0.14 0.25 -0.16 0.32
H -0.94422 -5.41912 -2.23677 0.01 -0.14 0.09 0.53
H -1.68718 -2.28356 0.35669 -0.04 0.03 0.11 0.37
H 0.79855 2.25897 -1.64331 0.23 -0.33 -0.32 0.05
H 0.08182 1.02440 -3.56542 0.69 -0.44 0.21 0.02
H 2.36642 -1.50578 -3.53759 -0.29 0.05 -0.11 0.32
H 3.64882 -0.32395 -3.57469 0.05 0.05 -0.01 0.38
H 2.02261 0.27151 -3.72244 -0.22 -0.05 0.01 0.33
H 2.15027 0.74295 0.69420 0.09 -0.17 0.15 0.29
H 3.92778 0.68154 0.69151 0.01 -0.28 -0.12 0.49
H 3.08953 2.16804 0.39472 -0.20 0.01 -0.38 0.33
F 0.41252 4.01018 -0.91174 -0.57 0.29 -0.25 -0.88
C 5.36189 -3.60417 4.50675 0.27 0.09 0.23 0.73
O 6.44648 -3.93097 5.03245 -0.15 0.06 -0.07 -0.76
O 4.71974 -4.68793 3.83261 0.31 0.21 0.11 -0.46
O 4.76892 -2.52090 4.46815 -0.21 0.07 -0.27 -0.71
H 5.39110 -5.35560 4.02960 -0.27 -0.30 -0.23 0.27
O -6.12332 4.44468 0.01564 0.27 0.10 -0.68 -0.54
S -5.07968 4.57791 0.95986 -0.58 0.21 0.77 1.26
O -3.76358 5.12260 0.55095 -0.49 0.58 0.22 -0.52
O -4.75901 3.22176 1.62079 -0.54 -0.44 0.25 -0.28
C -4.52484 2.14027 0.64450 0.70 -0.34 -0.71 -0.02
C -3.22399 2.46594 -0.03961 0.10 -0.46 0.26 -0.76
C -5.64417 5.47154 2.34971 0.32 0.40 0.14 -1.13
H -5.32435 2.06261 -0.09113 -0.30 0.36 0.30 -0.05
H -4.51722 1.20790 1.20174 0.13 0.24 0.36 0.34
H -3.34147 3.35982 -0.64582 0.10 -0.39 -0.27 0.12
H -2.85515 1.68195 -0.68979 -0.27 -0.11 0.12 0.40
H -2.45223 2.67097 0.70374 0.09 -0.03 -0.08 0.32
H -6.57746 5.02390 2.67658 -0.01 -0.08 -0.07 0.35
H -5.80260 6.50077 2.02347 -0.02 -0.06 -0.18 0.40
H -4.88963 5.42709 3.13228 -0.01 -0.04 0.00 0.36
O 2.17176 3.08882 2.58016 0.84 0.58 0.51 -0.89
V 3.35892 4.16328 3.01800 -2.12 -1.11 -1.54 1.25
O 4.62502 5.30065 3.49156 -2.04 1.93 -3.66 -1.22
O -2.06006 -0.27312 -4.75510 0.11 0.03 -0.04 -0.63
H -1.80964 0.41956 -4.13401 -0.22 0.07 0.14 0.31
H -2.97485 -0.07218 -4.97287 -0.03 -0.04 0.02 0.29
Ca -2.72780 6.42059 -0.76595 -1.32 -0.14 -0.03 1.53
F -1.70677 -7.26546 -0.47842 -0.88 -0.04 -0.16 -0.79
F -5.53901 7.44299 -0.64359 2.17 -0.53 0.08 -0.83
C -7.86857 2.14994 -1.87130 0.11 0.03 -0.01 0.90
O -6.69377 2.11440 -2.22131 -0.08 -0.04 0.02 -0.40
O -8.32820 1.62244 -0.82685 -0.01 0.07 -0.10 -0.32
O -8.79726 2.71024 -2.50448 0.03 -0.06 0.10 -0.33
Cs 5.68988 4.60874 5.20489 3.32 -1.52 4.74 0.85